Computed, not measured: a cluster of 14 separate species, C54H110O14 in total in a non-equilibrium geometry, with the ωB97M-V functional and the def2-TZVPD basis.

```
178
Properties=species:S:1:pos:R:3:forces:R:3
C 2.4942 -2.2867 -3.4081 1.63 0.61 0.61
C 1.2590 -3.0513 -3.5683 -1.45 -1.10 -1.29
C 1.6196 -4.4295 -3.0676 -1.06 -0.18 0.37
O 2.4049 -4.1439 -1.9405 -0.48 -1.36 0.55
C 3.1394 -2.9860 -2.1789 0.49 1.07 -0.27
H 2.2740 -1.2338 -3.2320 0.36 0.04 -0.02
H 3.1489 -2.3841 -4.2740 0.00 0.12 0.00
H 0.9804 -3.0981 -4.6211 -0.49 0.13 -0.01
H 0.4534 -2.6470 -2.9554 -0.13 -0.04 -0.12
H 2.0818 -5.0936 -3.7980 0.68 0.23 -0.33
H 0.7395 -4.9915 -2.7553 -0.14 0.01 0.30
H 4.1721 -3.2916 -2.3468 0.24 0.48 -0.03
H 3.0437 -2.3425 -1.3043 0.33 -0.07 0.15
C 4.0561 -12.3612 -5.6174 0.79 1.95 -0.12
C 2.6570 -12.1221 -5.0718 0.42 -1.57 0.98
C 1.9101 -13.0073 -6.0326 -1.08 1.08 0.03
O 2.5668 -12.9024 -7.2839 0.98 -0.22 -0.64
C 3.8734 -12.2542 -7.1378 -1.26 -0.63 1.71
H 4.4767 -13.3414 -5.3933 -0.32 -0.02 0.30
H 4.7281 -11.5910 -5.2388 0.44 -0.05 -0.03
H 2.2712 -11.1073 -4.9745 0.43 0.25 -0.68
H 2.5534 -12.5337 -4.0679 0.11 -0.05 0.18
H 0.8980 -12.6069 -6.0930 -0.22 -0.26 -0.61
H 1.8204 -14.0214 -5.6432 0.37 -0.31 -0.29
H 3.8044 -11.2213 -7.4792 0.04 -0.05 -0.13
H 4.7064 -12.7787 -7.6057 -0.43 -0.18 -0.58
C 8.1180 -9.5555 -8.3324 0.99 0.78 -0.01
C 7.7828 -8.3310 -7.3619 1.54 -2.83 0.06
C 6.8064 -9.0579 -6.4836 -1.47 0.21 -1.79
O 5.9743 -9.7444 -7.5003 -0.67 -0.05 0.86
C 6.8319 -10.3427 -8.4843 0.11 0.69 0.47
H 8.8303 -10.2378 -7.8685 0.27 0.38 0.34
H 8.5769 -9.2863 -9.2838 -0.16 0.23 -0.05
H 7.3884 -7.4430 -7.8561 0.01 -0.16 0.21
H 8.6164 -8.1770 -6.6767 0.49 0.80 -0.60
H 6.2779 -8.2794 -5.9335 -0.88 -0.56 0.07
H 7.1787 -9.8209 -5.8000 0.52 0.17 -0.03
H 6.4489 -10.2922 -9.5036 -0.64 0.45 0.18
H 6.9909 -11.4063 -8.3064 -0.07 -0.12 0.37
C 2.3756 -1.5442 -8.7145 0.40 -0.12 0.71
C 1.9164 -2.6929 -9.6303 0.04 0.20 -0.37
C 2.6935 -3.8848 -9.0588 -0.16 0.31 0.32
O 2.8649 -3.5808 -7.6858 0.46 -0.73 1.05
C 2.5878 -2.2357 -7.3582 -1.39 -0.70 0.16
H 1.7112 -0.6854 -8.6194 0.04 -0.05 -0.28
H 3.3840 -1.2304 -8.9839 -0.11 0.35 -0.48
H 2.0161 -2.5335 -10.7040 0.87 0.23 0.00
H 0.8407 -2.8690 -9.6202 -0.09 -0.16 0.90
H 3.7264 -4.0757 -9.3499 -0.13 0.19 -1.18
H 2.1097 -4.7993 -9.1632 0.10 -0.12 0.05
H 3.2971 -1.8344 -6.6344 0.82 0.17 -0.67
H 1.7152 -2.3129 -6.7094 -0.81 0.51 -0.27
C -2.1783 -7.7870 -2.9691 -0.60 -0.48 -0.10
C -0.7798 -8.3633 -2.8799 1.69 1.88 0.48
C -0.4817 -8.9831 -4.2532 0.40 -0.06 2.19
O -1.6865 -9.6046 -4.4399 -2.47 -1.42 -1.38
C -2.7940 -8.8874 -3.8788 -0.08 1.07 -0.21
H -2.2932 -6.7417 -3.2562 0.40 -0.14 -0.90
H -2.6168 -7.7492 -1.9720 -0.19 -0.48 0.03
H -0.8214 -9.0419 -2.0279 0.55 -0.42 -0.45
H -0.0848 -7.5549 -2.6529 0.32 -0.05 0.30
H 0.2490 -9.7914 -4.2785 0.34 0.09 0.35
H -0.1398 -8.2528 -4.9866 -0.46 0.26 -0.26
H -3.4568 -9.5007 -3.2685 0.35 -0.62 -0.18
H -3.3885 -8.5264 -4.7180 -0.10 0.33 0.07
C 8.3005 -5.0630 -5.0974 0.98 0.28 -0.71
C 9.2891 -3.8532 -5.2760 -0.37 -1.03 0.21
C 9.0837 -3.0465 -4.0176 -0.53 -1.05 -0.33
O 7.7714 -3.3677 -3.6224 -1.35 1.12 2.00
C 7.1613 -4.4160 -4.3087 1.15 -0.30 -2.06
H 8.8017 -5.9234 -4.6540 -0.09 0.08 0.40
H 7.9533 -5.3821 -6.0802 -0.04 -0.15 -0.01
H 8.9276 -3.2267 -6.0915 0.32 -0.21 -0.33
H 10.3367 -4.1364 -5.3778 -0.12 -0.04 -0.44
H 9.1588 -2.0038 -4.3264 0.13 0.27 0.86
H 9.6829 -3.3759 -3.1687 0.72 0.57 -0.22
H 6.5811 -3.9720 -5.1177 -0.94 -0.01 0.20
H 6.5814 -5.1359 -3.7311 0.08 0.42 0.40
C -0.3231 -9.3710 -8.3538 -0.58 0.80 -0.55
C -1.5700 -10.2658 -8.4640 0.03 -0.38 0.55
C -1.0773 -11.6670 -7.9890 -0.63 1.38 -0.01
O 0.2795 -11.6579 -8.2698 0.72 0.36 -0.04
C 0.8048 -10.3218 -8.0384 0.32 -1.26 -0.50
H -0.4361 -8.5315 -7.6678 -0.02 -0.41 0.66
H -0.2239 -8.8121 -9.2843 0.43 -0.36 -0.37
H -1.8647 -10.2921 -9.5131 -0.35 -0.13 0.16
H -2.3627 -9.9030 -7.8097 -0.25 -0.01 -0.32
H -1.5974 -12.4904 -8.4786 0.27 -0.05 -0.20
H -1.2379 -11.7707 -6.9159 -0.19 0.03 0.39
H 1.6700 -10.2967 -8.7010 -0.09 0.36 0.08
H 1.1655 -10.1843 -7.0190 -0.08 -0.24 0.28
C 4.7440 -9.1880 -1.9331 0.01 -2.56 -0.14
C 3.7179 -8.1599 -1.7368 -0.39 1.96 0.13
C 4.4475 -6.9194 -2.2399 -0.71 0.79 -0.94
O 5.4017 -7.3053 -3.2275 -0.27 -0.99 0.15
C 5.7517 -8.6450 -2.8874 1.44 0.37 -0.13
H 4.3377 -10.0077 -2.5257 -0.39 -0.57 0.85
H 5.2331 -9.5712 -1.0376 -0.28 0.00 0.05
H 3.3952 -7.9140 -0.7252 -0.11 -0.57 0.07
H 2.8475 -8.3061 -2.3766 -0.10 -0.19 0.16
H 4.9717 -6.3751 -1.4544 -0.27 0.22 0.11
H 3.6912 -6.3495 -2.7797 0.38 0.86 0.38
H 6.7224 -8.6607 -2.3917 0.41 0.11 -0.29
H 5.7754 -9.3151 -3.7467 0.30 0.52 -0.44
C 6.3640 -6.8960 -11.2665 2.22 1.53 0.69
C 6.1834 -8.1148 -12.1722 0.02 1.44 -0.28
C 7.5202 -8.1397 -12.9544 0.64 -0.21 1.37
O 7.9606 -6.8034 -13.0296 0.21 2.21 -0.26
C 7.5448 -5.9607 -11.9151 -2.82 -2.99 -0.36
H 6.7626 -7.1760 -10.2914 -0.33 -0.31 0.18
H 5.5093 -6.2414 -11.0963 -0.25 -0.45 -0.11
H 5.3839 -7.8537 -12.8655 -0.13 -0.41 -0.11
H 5.8646 -8.9175 -11.5072 0.39 -0.48 -0.61
H 7.5831 -8.5740 -13.9522 -0.72 0.22 -0.10
H 8.3290 -8.6393 -12.4211 -0.20 -0.67 0.53
H 6.9521 -5.0998 -12.2245 0.90 0.33 -0.64
H 8.3374 -5.7044 -11.2122 0.11 -0.17 -0.23
C 4.5653 1.1344 -5.4490 -0.50 -0.59 -1.08
C 5.8040 0.4041 -6.0059 1.30 0.89 0.33
C 5.9511 -0.8428 -5.1566 -1.74 -0.15 0.29
O 5.2059 -0.5306 -3.9819 -0.28 -0.35 1.32
C 4.6804 0.7883 -4.0170 0.96 -0.35 0.88
H 3.6521 0.6954 -5.8509 -0.20 0.24 -0.19
H 4.5697 2.2220 -5.5210 0.01 -0.10 -0.65
H 6.6042 1.0764 -5.6966 0.50 0.01 -0.33
H 5.9498 0.1884 -7.0644 -0.55 0.29 -0.05
H 6.9348 -1.2203 -4.8778 0.18 0.43 -0.16
H 5.3871 -1.6712 -5.5852 0.25 -0.33 -0.45
H 5.4111 1.4576 -3.5629 0.17 0.24 0.28
H 3.7752 0.8690 -3.4151 -0.12 -0.33 -0.17
C 1.8783 -10.4897 -12.4497 1.33 2.43 -4.09
C 3.1277 -10.1800 -11.6845 1.45 0.85 -1.06
C 3.3291 -11.3918 -10.8867 -1.01 -0.47 1.03
O 1.9451 -11.6737 -10.5727 0.22 -1.35 1.37
C 1.0598 -11.2762 -11.6232 -1.25 -1.30 2.94
H 1.9994 -11.0554 -13.3735 0.79 0.49 -0.39
H 1.4243 -9.5210 -12.6582 -0.21 -0.14 -0.63
H 2.9512 -9.3319 -11.0230 0.01 0.03 0.10
H 3.9812 -9.9342 -12.3164 -0.08 0.11 -0.16
H 3.9036 -11.1995 -9.9805 -0.43 0.01 0.42
H 3.8547 -12.2312 -11.3418 -0.30 -0.15 -0.61
H 0.2806 -10.5859 -11.3001 -0.43 -0.61 1.10
H 0.5974 -12.1647 -12.0533 0.02 0.04 -0.17
C -1.8388 -4.6769 -6.1568 -1.14 -0.79 0.52
C -0.7002 -5.6818 -6.0539 0.57 -0.17 -0.09
C 0.0413 -5.5336 -7.4231 -0.23 -0.06 0.59
O -0.7306 -4.5679 -8.1149 -0.08 0.43 -1.48
C -1.3687 -3.7271 -7.1734 1.22 0.55 -0.24
H -2.1072 -4.1665 -5.2318 -0.02 -0.28 0.15
H -2.6979 -5.2057 -6.5695 -0.33 0.14 0.21
H -1.0614 -6.7033 -5.9356 -0.02 0.14 0.16
H -0.0910 -5.4073 -5.1927 0.36 -0.26 -0.09
H 0.0983 -6.4453 -8.0177 -0.56 -0.08 0.00
H 1.0899 -5.2424 -7.3620 0.02 0.51 0.55
H -2.1134 -3.0559 -7.6012 -0.05 -0.44 -0.43
H -0.6085 -3.0846 -6.7292 0.27 0.39 0.17
C -0.3079 -11.4540 -0.8190 -0.98 -0.45 -1.15
C -0.6475 -12.6031 0.1422 1.37 1.17 -0.79
C 0.8356 -12.8672 0.5331 -0.53 -0.82 0.52
O 1.6333 -12.7776 -0.6374 0.26 0.00 0.24
C 0.9349 -11.9569 -1.5443 -0.86 0.13 0.24
H -0.1863 -10.4991 -0.3075 0.22 -0.09 0.07
H -1.0061 -11.3247 -1.6460 -0.60 0.28 0.31
H -1.0485 -13.4388 -0.4313 0.00 -0.12 0.19
H -1.3483 -12.2892 0.9158 0.33 -0.25 0.20
H 0.9102 -13.8852 0.9155 0.49 0.17 0.35
H 1.2513 -12.0996 1.1857 -0.46 -0.20 0.72
H 0.6399 -12.6586 -2.3245 -0.06 0.58 -0.67
H 1.4374 -11.0575 -1.9004 0.81 -0.41 -0.26
C 4.1495 -6.3107 -6.1622 -0.11 -0.12 1.18
C 3.3786 -7.6379 -5.8547 0.56 1.13 -1.94
O 3.4196 -8.4642 -7.0349 -0.35 -0.03 0.85
H 3.9706 -5.6444 -5.3183 -0.28 0.35 0.03
H 3.8548 -5.7929 -7.0750 -0.46 -0.34 0.09
H 5.2392 -6.3212 -6.1815 0.16 -0.80 -0.07
H 2.3326 -7.3602 -5.7243 -0.17 -0.02 0.17
H 3.7123 -8.1588 -4.9573 0.25 0.07 -0.04
H 4.0870 -9.1392 -6.8916 0.31 -0.13 -0.35
```
Positions in Å, forces in eV/Å.

charge	0
spin multiplicity	1
energy above the lowest of the compared OMol25 structures with the same formula, charge and spin	77.06	kJ/mol

=====

Computed, not measured: a structure of composition C29H39N7NaO6PS3 in a non-equilibrium geometry, with the ωB97M-V functional and the def2-TZVPD basis.

```
86
Properties=species:S:1:pos:R:3:forces:R:3
Na 0.2537 -0.3244 -0.5713 -0.77 -0.35 -0.06
C -4.2792 0.1861 0.6958 0.12 0.04 0.09
C -2.8449 0.4478 1.0742 -0.34 0.54 -0.69
N -2.1281 1.3451 0.4803 0.75 -0.95 0.27
N -2.7198 2.2592 -0.2617 -1.05 1.20 0.32
C -2.4009 2.6517 -1.4499 0.08 -0.36 -0.18
N -2.8128 3.9594 -1.7626 -0.08 -0.04 -0.01
S -1.6746 1.7321 -2.6838 0.41 -0.07 -0.05
C -2.2511 -0.2709 2.2015 0.31 -0.28 0.46
C -3.0464 -1.0308 3.0722 0.00 0.08 -0.20
C -2.4801 -1.5914 4.1973 0.16 0.03 0.11
C -1.1271 -1.4058 4.4392 -0.21 -0.09 -0.01
C -0.4058 -0.6818 3.5036 0.08 0.00 0.06
N -0.9396 -0.1182 2.4324 0.00 -0.07 -0.13
H -4.5388 0.8107 -0.1558 0.01 -0.02 0.01
H -4.9770 0.3970 1.5125 -0.01 0.00 0.00
H -4.3845 -0.8635 0.4110 -0.06 -0.02 0.04
H -3.5831 4.2751 -1.1898 0.04 -0.03 0.06
H -2.9675 4.0765 -2.7507 -0.01 -0.03 -0.03
H -4.0916 -1.1938 2.8537 -0.01 0.03 -0.02
H -3.0799 -2.1835 4.8785 -0.03 0.00 -0.03
H -0.6496 -1.8394 5.3080 0.07 0.01 -0.03
H 0.6653 -0.5394 3.6257 -0.03 0.00 0.00
S -1.2924 -3.6765 1.5286 0.10 -0.13 0.66
C -1.5517 -3.5153 -0.1081 -0.16 -0.28 -0.89
N -1.3168 -2.4975 -0.8969 0.20 0.38 0.23
C -1.6133 -2.7370 -2.2169 -0.20 -0.33 -0.22
C -1.4711 -1.8229 -3.2617 0.11 0.00 0.10
C -1.8010 -2.2053 -4.5514 0.02 0.05 -0.05
C -2.2649 -3.4886 -4.8307 -0.06 -0.09 0.01
C -2.4314 -4.4077 -3.8018 -0.01 0.06 -0.07
C -2.1153 -4.0240 -2.5091 -0.02 -0.06 0.07
S -2.2360 -4.9383 -1.0383 0.23 0.42 0.19
H -1.1255 -0.8176 -3.0497 -0.05 -0.04 -0.03
H -1.7012 -1.4878 -5.3574 0.04 0.01 0.02
H -2.5023 -3.7700 -5.8505 -0.01 0.01 0.01
H -2.8041 -5.4066 -3.9981 0.00 0.01 -0.04
C 4.7081 -1.5895 2.5576 -0.19 0.09 0.00
C 3.2259 -1.3232 2.7864 0.08 -0.23 -0.11
O 2.9061 0.0471 2.5930 -0.08 0.17 -0.04
P 2.3848 0.5327 1.0889 0.54 0.09 0.62
O 2.1222 2.0766 1.4816 0.13 0.14 -0.01
C 0.9103 2.4685 2.1399 -0.21 0.20 0.08
C 0.8016 3.9779 2.0734 0.11 -0.18 -0.13
O 3.8317 0.7288 0.3656 -0.12 -0.02 -0.14
C 4.4457 1.9725 0.0317 0.19 0.12 0.11
C 5.4654 2.3634 1.0904 -0.16 -0.15 -0.02
H 4.9256 -2.6446 2.7368 0.03 0.00 -0.01
H 5.3116 -0.9800 3.2326 0.02 0.00 -0.01
H 4.9713 -1.3366 1.5310 0.06 -0.04 0.00
H 2.9545 -1.5725 3.8161 -0.06 -0.01 -0.05
H 2.6295 -1.9529 2.1152 -0.05 0.01 0.05
H 0.9514 2.1308 3.1804 0.02 -0.05 -0.03
H 0.0462 2.0041 1.6647 0.02 -0.06 -0.02
H 1.6692 4.4510 2.5387 -0.01 0.02 0.02
H -0.1051 4.2992 2.5872 -0.01 0.03 0.00
H 0.7437 4.2903 1.0305 -0.02 0.06 0.01
H 3.6900 2.7464 -0.0812 -0.02 -0.02 -0.07
H 4.9342 1.8267 -0.9347 -0.06 0.00 -0.02
H 4.9685 2.4283 2.0590 0.04 0.05 0.02
H 5.9141 3.3296 0.8505 0.01 0.01 -0.01
H 6.2547 1.6115 1.1555 0.01 0.02 0.02
C 6.2500 -1.9148 -2.7988 -0.14 0.03 0.04
C 4.9495 -1.5074 -2.1032 0.16 0.02 -0.13
C 3.7320 -1.2940 -3.0459 0.02 -0.26 0.10
C 3.4302 -2.5504 -3.8691 -0.10 0.14 -0.15
C 2.2069 -2.3714 -4.7680 0.10 -0.01 0.14
C 4.0696 -0.1261 -3.9474 0.01 0.09 0.00
O 4.7252 -0.2209 -4.9767 0.01 -0.07 0.10
N 3.6660 1.0797 -3.4686 -0.20 0.07 0.01
C 2.5704 1.2957 -2.5615 0.30 0.18 -0.29
O 2.2417 2.4590 -2.3991 0.10 -0.14 0.06
N 2.0226 0.2244 -1.9774 -0.28 0.11 0.10
C 2.5410 -1.0059 -2.1021 0.31 0.16 -0.22
O 2.1097 -1.9465 -1.4358 -0.10 -0.07 0.03
H 7.0889 -1.8211 -2.1055 0.00 -0.04 0.01
H 6.4433 -1.2830 -3.6650 0.06 0.00 -0.02
H 6.2086 -2.9502 -3.1395 0.02 0.00 -0.02
H 5.1085 -0.5801 -1.5463 -0.03 -0.02 0.06
H 4.6595 -2.2715 -1.3794 -0.08 0.05 0.02
H 3.2552 -3.3674 -3.1677 0.05 0.00 0.01
H 4.2969 -2.7846 -4.4894 0.04 -0.03 0.06
H 1.3269 -2.1132 -4.1770 -0.05 -0.04 -0.04
H 1.9908 -3.2941 -5.3085 -0.05 0.01 -0.02
H 2.3816 -1.5798 -5.4991 -0.03 0.00 -0.02
H 3.9061 1.8960 -4.0104 0.00 0.00 -0.06
```
Positions in Å, forces in eV/Å.

charge	-2
spin multiplicity	1
energy above the lowest of the compared OMol25 structures with the same formula, charge and spin	64.99	kJ/mol